45
Properties=species:S:1:pos:R:3:forces:R:3:lowdin_charge:R:1 method="wB97M-V/def2-TZVPD" relative_energy_kcal_mol=76.5 smiles="COC[C@H](C)NC(=O)COCc1cc(-c2ccc3c(c2)OCO3)on1" max_force_ha_per_bohr=0.0254 homo_ev=-8.3 gap_ev=8.60 multiplicity=1
C 7.96838 1.73996 -0.62043 0.013 0.002 -0.029 -0.1030
O 7.29039 1.73380 0.61386 -0.016 0.142 0.151 -0.1882
C 6.23688 0.80859 0.69832 -0.239 -0.136 -0.190 -0.1897
C 4.97335 1.22405 -0.08749 0.336 0.215 -0.013 -0.3420
C 4.43208 2.55442 0.41909 0.141 -0.191 -0.237 -0.0342
N 3.96850 0.19109 0.02333 0.116 0.226 0.423 0.1046
C 3.75412 -0.73161 -0.92980 -0.336 -0.237 0.368 -0.4667
O 4.32900 -0.75767 -1.99764 0.078 -0.152 -0.354 0.0632
C 2.68355 -1.75828 -0.57106 0.012 -0.134 -0.450 -0.1091
O 2.30391 -1.64523 0.78540 0.102 0.114 0.121 -0.1409
C 1.21359 -2.47267 1.13843 0.067 -0.145 -0.108 -0.1374
C -0.08438 -1.94902 0.60894 -0.473 0.256 -0.240 -0.2556
C -1.08389 -1.23759 1.30973 -0.526 0.127 -0.647 0.0585
C -2.03117 -0.95761 0.35173 0.942 -0.301 0.851 -0.2079
C -3.30285 -0.26545 0.40369 -0.401 0.183 -0.094 -0.1504
C -3.77444 0.25516 1.60678 0.213 -0.170 -0.266 -0.0194
C -4.99228 0.91987 1.68581 -0.346 0.142 -0.201 0.0188
C -5.71729 1.04455 0.52417 0.379 -0.295 -0.423 -0.1999
C -5.24990 0.52467 -0.68802 -0.079 0.177 0.612 -0.1879
C -4.05201 -0.13237 -0.77832 -0.207 0.114 0.011 0.0824
O -6.16123 0.78763 -1.67187 0.424 -0.236 -0.049 0.0437
C -7.21640 1.48830 -1.04960 -1.050 0.427 -0.595 -0.1508
O -6.92700 1.64197 0.32511 0.251 -0.038 0.430 0.0425
O -1.60962 -1.46495 -0.82154 -0.773 0.501 0.220 0.0235
N -0.41607 -2.06975 -0.65368 1.057 -0.755 0.000 0.1111
H 8.83757 2.38124 -0.48541 0.006 -0.027 -0.100 0.0890
H 8.29750 0.73109 -0.89427 0.002 0.016 -0.013 0.0922
H 7.34914 2.13983 -1.42971 0.027 -0.010 -0.018 0.0865
H 6.56191 -0.18143 0.34518 -0.035 0.050 0.053 0.1290
H 5.99432 0.74354 1.76350 -0.063 -0.088 -0.058 0.1307
H 5.21858 1.28966 -1.15271 -0.019 0.013 0.166 0.1379
H 5.22086 3.30089 0.38848 0.035 0.105 0.043 0.0789
H 3.59968 2.88843 -0.19473 -0.090 0.042 -0.023 0.0812
H 4.09412 2.45433 1.44873 -0.051 0.030 0.159 0.0803
H 3.47980 0.08250 0.89925 -0.048 -0.044 -0.079 0.1401
H 1.82038 -1.60528 -1.23407 0.223 0.020 0.063 0.1227
H 3.08451 -2.76092 -0.77771 0.000 0.139 0.016 0.1417
H 1.18887 -2.47698 2.23083 -0.052 -0.099 -0.154 0.1328
H 1.37786 -3.49445 0.76993 0.003 0.089 0.103 0.1339
H -1.08739 -0.98492 2.34802 -0.061 0.093 0.241 0.1118
H -3.18443 0.14192 2.50129 0.080 -0.020 0.112 0.1103
H -5.35762 1.32237 2.61522 -0.041 0.051 0.131 0.1205
H -3.69256 -0.53290 -1.71041 0.024 -0.044 -0.141 0.1323
H -7.32746 2.48031 -1.51530 0.111 -0.221 0.137 0.1415
H -8.15527 0.92447 -1.16710 0.264 0.067 0.072 0.1414